{"formula": "C3H6N2O", "method": "ωB97M-V with the def2-TZVPD basis set", "species": ["H", "N", "C", "C", "N", "C", "O", "H", "H", "H", "H", "H"], "coordinates": [[2.029, -1.498, 0.538], [1.653, -1.131, -0.334], [0.720, -0.300, -0.106], [0.166, 0.117, 1.243], [0.055, 0.271, -1.204], [-1.288, 0.604, -1.001], [-2.207, 0.090, -1.584], [0.762, -0.337, 2.031], [-0.875, -0.204, 1.380], [0.181, 1.206, 1.365], [0.230, -0.219, -2.076], [-1.426, 1.401, -0.253]], "smiles": "[H]/N=C(\\C)NC=O", "lumo_energy_ev": 0.83}

=====

{"formula": "C19H36NO3", "method": "ωB97M-V with the def2-TZVPD basis set", "species": ["C", "C", "C", "O", "C", "O", "C", "N", "C", "C", "C", "C", "O", "C", "C", "C", "C", "C", "C", "C", "C", "C", "C", "H", "H", "H", "H", "H", "H", "H", "H", "H", "H", "H", "H", "H", "H", "H", "H", "H", "H", "H", "H", "H", "H", "H", "H", "H", "H", "H", "H", "H", "H", "H", "H", "H", "H", "H", "H"], "coordinates": [[4.331, 1.650, 5.402], [2.930, 1.749, 4.814], [2.898, 1.173, 3.402], [1.604, 1.349, 2.793], [0.683, 0.445, 3.025], [0.809, -0.567, 3.664], [-0.627, 0.871, 2.339], [-1.667, -0.182, 2.298], [-2.805, 0.326, 1.504], [-2.141, -0.481, 3.665], [-1.154, -1.445, 1.680], [-0.207, -1.249, 0.492], [-0.738, -0.311, -0.409], [-0.001, -0.137, -1.623], [-0.259, 1.287, -2.156], [-0.776, 1.046, -3.578], [-2.203, 0.502, -3.448], [-1.980, -0.911, -2.876], [-0.448, -1.042, -2.800], [0.046, -2.476, -2.743], [0.019, -0.199, -4.019], [-0.419, -0.755, -5.374], [1.528, 0.025, -4.113], [5.042, 2.208, 4.798], [4.655, 0.614, 5.450], [4.340, 2.059, 6.408], [2.613, 2.793, 4.779], [2.227, 1.196, 5.441], [3.588, 1.707, 2.747], [3.142, 0.107, 3.418], [-1.013, 1.737, 2.882], [-0.398, 1.185, 1.317], [-2.497, 0.440, 0.466], [-3.634, -0.378, 1.554], [-3.139, 1.285, 1.895], [-2.873, -1.286, 3.635], [-2.609, 0.402, 4.097], [-1.305, -0.786, 4.291], [-0.610, -2.007, 2.441], [-2.023, -2.021, 1.361], [0.786, -0.921, 0.837], [-0.078, -2.230, 0.019], [1.059, -0.301, -1.392], [0.646, 1.892, -2.146], [-1.005, 1.789, -1.540], [-0.691, 1.917, -4.223], [-2.698, 0.473, -4.417], [-2.809, 1.124, -2.789], [-2.401, -1.684, -3.517], [-2.426, -1.027, -1.888], [-0.500, -3.051, -1.996], [-0.113, -2.957, -3.705], [1.108, -2.517, -2.511], [-0.328, 0.024, -6.128], [0.229, -1.578, -5.667], [-1.441, -1.113, -5.382], [2.034, -0.923, -4.278], [1.957, 0.488, -3.231], [1.741, 0.670, -4.963]], "charge": 1, "smiles": "CCCOC(=O)C[N+](C)(C)CCO[C@@H]1C[C@@H]2CC[C@@]1(C)C2(C)C", "lumo_energy_ev": -2.22}

=====

{"formula": "C3H4FNO", "method": "ωB97M-V with the def2-TZVPD basis set", "species": ["O", "C", "N", "C", "C", "F", "H", "H", "H", "H"], "coordinates": [[-0.054, 2.680, 1.434], [-0.389, 1.637, 0.969], [0.450, 0.537, 0.519], [-0.209, -0.543, -0.166], [0.255, -1.488, -1.064], [1.710, -1.729, -1.321], [-1.519, 1.273, 1.214], [1.255, 0.694, -0.251], [-1.187, -0.752, 0.061], [-0.311, -2.310, -1.397]], "smiles": "O=CN/C=C\\F", "lumo_energy_ev": 0.71}

=====

{"formula": "C21H27AuN6O2S", "method": "ωB97M-V with the def2-TZVPD basis set", "species": ["Au", "O", "C", "O", "C", "C", "C", "C", "C", "C", "C", "C", "C", "N", "H", "H", "H", "H", "H", "H", "C", "N", "C", "C", "N", "C", "S", "H", "H", "H", "H", "H", "H", "H", "H", "C", "C", "N", "C", "N", "C", "C", "C", "N", "C", "H", "H", "H", "H", "H", "H", "H", "H", "H", "H", "H", "H", "H"], "coordinates": [[0.766, 0.043, -0.540], [4.605, 0.266, 0.816], [3.425, 0.081, 0.694], [2.791, 0.035, -0.446], [2.544, -0.103, 1.931], [3.099, -0.121, 3.217], [2.239, -0.205, 4.278], [0.844, -0.272, 4.074], [-0.098, -0.337, 5.125], [-1.437, -0.385, 4.865], [-1.909, -0.379, 3.537], [-1.027, -0.319, 2.494], [0.358, -0.259, 2.735], [1.255, -0.176, 1.718], [4.173, -0.056, 3.317], [2.628, -0.202, 5.289], [0.266, -0.346, 6.145], [-2.148, -0.425, 5.678], [-2.974, -0.416, 3.351], [-1.355, -0.305, 1.464], [1.109, 2.031, -3.936], [2.378, 2.191, -3.267], [3.655, 2.089, -3.988], [4.702, 2.409, -2.903], [3.867, 2.576, -1.712], [2.583, 2.432, -1.979], [1.339, 2.573, -0.784], [1.134, 2.565, -4.885], [0.317, 2.445, -3.319], [0.899, 0.976, -4.133], [3.673, 2.799, -4.814], [3.773, 1.085, -4.397], [5.257, 3.322, -3.112], [5.414, 1.599, -2.759], [4.243, 2.764, -0.796], [-2.916, -3.483, 0.442], [-1.639, -3.684, -0.347], [-1.120, -2.372, -0.729], [-1.842, -1.241, -0.804], [-1.174, -0.095, -1.064], [-1.953, 1.113, -1.360], [-3.236, 1.183, -0.551], [-4.016, -0.100, -0.764], [-3.157, -1.276, -0.595], [-3.832, -2.554, -0.337], [-2.682, -3.034, 1.410], [-3.410, -4.436, 0.617], [-1.820, -4.287, -1.240], [-0.885, -4.189, 0.255], [-0.174, -2.321, -1.069], [-2.199, 1.108, -2.428], [-1.329, 1.981, -1.171], [-3.830, 2.030, -0.890], [-3.018, 1.329, 0.509], [-4.452, -0.118, -1.766], [-4.829, -0.176, -0.044], [-4.148, -3.012, -1.279], [-4.727, -2.344, 0.245]], "charge": 2, "lumo_energy_ev": [-9.27, -9.27]}

=====

{"formula": "C7H11Br9O2S", "method": "ωB97M-V with the def2-TZVPD basis set", "species": ["C", "Br", "Br", "Br", "H", "C", "Br", "Br", "Br", "H", "C", "Br", "Br", "Br", "H", "C", "C", "C", "S", "O", "O", "C", "H", "H", "H", "H", "H", "H", "H", "H"], "coordinates": [[-10.985, 18.994, -20.972], [-11.877, 17.878, -19.608], [-11.479, 20.946, -21.021], [-11.150, 18.187, -22.803], [-9.929, 19.047, -20.707], [-13.542, 15.920, -25.350], [-11.759, 16.874, -25.401], [-14.027, 14.973, -27.003], [-15.113, 17.095, -24.751], [-13.451, 15.195, -24.540], [-14.746, 22.200, -20.608], [-13.547, 21.555, -22.040], [-13.907, 23.776, -19.747], [-14.928, 20.632, -19.436], [-15.697, 22.522, -21.032], [-13.640, 19.111, -24.847], [-13.092, 19.946, -23.698], [-12.955, 21.311, -24.275], [-12.558, 21.249, -26.137], [-11.150, 21.542, -26.282], [-13.617, 21.907, -26.875], [-12.727, 19.365, -26.141], [-14.659, 19.470, -24.994], [-13.695, 18.045, -24.629], [-12.100, 19.570, -23.451], [-13.722, 20.004, -22.810], [-12.356, 22.067, -23.767], [-13.949, 21.750, -24.359], [-11.797, 18.925, -25.781], [-12.945, 18.941, -27.121]], "lumo_energy_ev": -1.28}

=====

{"formula": "C3H8N", "method": "ωB97M-V with the def2-TZVPD basis set", "species": ["C", "C", "C", "N", "H", "H", "H", "H", "H", "H", "H", "H"], "coordinates": [[1.518, -0.726, 0.645], [0.558, 1.278, 1.667], [-1.404, -0.413, -1.608], [1.008, 0.230, 1.180], [2.055, -0.534, -0.269], [1.546, -1.839, 0.962], [-0.382, 1.698, 1.333], [-1.907, 0.343, -1.021], [0.880, 1.857, 2.638], [-1.822, -0.157, -2.647], [-1.749, -1.436, -1.365], [-0.302, -0.302, -1.515]], "charge": 1, "lumo_energy_ev": -5.84}

=====

{"formula": "C27H39ClN4O6PPdS2Te", "method": "ωB97M-V with the def2-TZVPD basis set", "species": ["Pd", "N", "C", "C", "C", "C", "C", "C", "S", "O", "O", "N", "C", "N", "C", "C", "C", "N", "H", "H", "H", "H", "H", "H", "H", "H", "H", "C", "C", "O", "P", "O", "Te", "O", "C", "C", "H", "H", "H", "H", "H", "H", "H", "H", "H", "H", "Cl", "C", "C", "C", "C", "C", "C", "C", "H", "H", "H", "H", "H", "H", "C", "C", "C", "S", "O", "C", "C", "C", "H", "H", "H", "H", "H", "H", "H", "H", "H", "H", "H", "H", "H", "H"], "coordinates": [[0.988, 0.345, 0.497], [0.007, -6.415, -2.585], [0.541, -5.432, -1.727], [-0.236, -4.752, -0.849], [0.297, -3.658, 0.022], [1.795, -3.655, 0.090], [2.545, -4.373, -0.784], [1.948, -5.209, -1.745], [2.624, -3.053, 1.546], [2.036, -3.844, 2.602], [4.034, -3.210, 1.277], [2.185, -1.505, 1.664], [2.959, -0.677, 2.420], [2.739, 0.642, 2.181], [3.313, 1.516, 2.992], [4.177, 1.146, 4.004], [4.427, -0.215, 4.104], [3.840, -1.126, 3.346], [-0.967, -6.284, -2.801], [0.554, -6.569, -3.415], [-1.312, -4.922, -0.834], [-0.082, -3.756, 1.043], [3.624, -4.315, -0.703], [2.561, -5.762, -2.449], [3.071, 2.559, 2.808], [4.628, 1.870, 4.666], [5.133, -0.598, 4.838], [-3.102, -1.550, 1.660], [-3.060, -0.101, 2.091], [-1.760, 0.438, 1.769], [-1.193, 1.731, 2.586], [0.105, 2.101, 1.914], [-1.179, 1.425, 4.913], [-2.325, 2.805, 2.072], [-2.793, 3.899, 2.877], [-1.805, 5.053, 2.882], [-3.999, -2.021, 2.068], [-2.225, -2.079, 2.042], [-3.126, -1.647, 0.570], [-3.234, -0.028, 3.161], [-3.823, 0.489, 1.582], [-2.964, 3.561, 3.896], [-3.746, 4.206, 2.446], [-0.843, 4.713, 3.274], [-2.180, 5.860, 3.519], [-1.652, 5.443, 1.871], [2.447, -0.785, -1.280], [1.284, -1.428, -2.409], [1.570, -1.275, -3.758], [0.680, -1.726, -4.713], [-0.513, -2.314, -4.310], [-0.786, -2.450, -2.958], [0.104, -2.029, -1.966], [-0.262, -2.289, -0.520], [2.488, -0.774, -4.044], [0.904, -1.594, -5.765], [-1.229, -2.664, -5.044], [-1.726, -2.893, -2.646], [0.093, -1.518, 0.154], [-1.351, -2.335, -0.446], [-3.661, 1.623, -3.160], [-2.350, 2.225, -2.656], [-1.925, 1.605, -1.331], [-0.118, 1.624, -1.102], [0.483, 1.461, -2.463], [0.103, 3.373, -0.699], [1.559, 3.667, -0.352], [1.695, 5.006, 0.367], [-3.913, 2.018, -4.146], [-4.490, 1.844, -2.483], [-3.571, 0.536, -3.244], [-2.457, 3.307, -2.549], [-1.558, 2.042, -3.381], [-2.175, 0.539, -1.301], [-2.356, 2.088, -0.448], [-0.547, 3.578, 0.156], [-0.222, 3.917, -1.589], [2.156, 3.662, -1.267], [1.935, 2.882, 0.290], [1.387, 5.839, -0.273], [2.729, 5.177, 0.675], [1.070, 5.014, 1.265]], "charge": -1, "multiplicity": 3, "lumo_energy_ev": [2.27, 1.74]}

=====

{"formula": "C4H8N3S", "method": "ωB97M-V with the def2-TZVPD basis set", "species": ["C", "C", "C", "C", "N", "N", "N", "S", "H", "H", "H", "H", "H", "H", "H", "H"], "coordinates": [[0.129, 1.349, -0.042], [0.746, -0.262, -1.632], [0.682, 0.355, 1.025], [0.056, -0.953, 0.503], [0.479, 0.943, -1.390], [0.593, -1.275, -0.754], [-1.545, -0.458, 0.455], [-1.658, 1.100, -0.006], [0.460, 2.407, -0.110], [1.057, -0.536, -2.553], [1.718, 0.270, 0.845], [0.276, 0.502, 1.981], [-0.174, -1.736, 1.155], [1.061, -2.122, -1.002], [-2.277, -1.090, 0.241], [-1.602, 1.504, 1.283]], "charge": 1, "multiplicity": 3, "lumo_energy_ev": [-3.45, -7.47]}

=====

{"formula": "C10H17F3N2O4", "method": "ωB97M-V with the def2-TZVPD basis set", "species": ["C", "C", "O", "C", "O", "C", "N", "C", "C", "O", "C", "N", "C", "C", "O", "C", "F", "F", "F", "H", "H", "H", "H", "H", "H", "H", "H", "H", "H", "H", "H", "H", "H", "H", "H", "H"], "coordinates": [[-4.428, -0.596, 1.432], [-3.967, 0.187, 0.213], [-2.693, -0.276, -0.253], [-1.634, 0.198, 0.355], [-1.608, 0.891, 1.336], [-0.301, -0.381, -0.221], [0.241, -1.158, 0.856], [1.397, -2.016, 0.683], [2.692, -1.360, 0.168], [2.877, -0.108, 0.805], [4.134, 0.465, 0.543], [0.544, 0.742, -0.617], [-0.034, 1.906, -1.022], [0.946, 3.034, -1.226], [-1.227, 1.990, -1.210], [-0.569, -1.260, -1.460], [0.583, -1.615, -2.071], [-1.190, -2.402, -1.153], [-1.286, -0.652, -2.400], [-3.749, -0.423, 2.264], [-4.448, -1.660, 1.208], [-5.425, -0.272, 1.716], [-4.638, 0.039, -0.634], [-3.882, 1.253, 0.443], [0.351, -0.551, 1.660], [1.137, -2.833, 0.007], [1.583, -2.441, 1.671], [2.656, -1.220, -0.921], [3.535, -2.027, 0.397], [4.281, 0.627, -0.532], [4.157, 1.420, 1.065], [4.942, -0.174, 0.916], [1.477, 0.745, -0.216], [1.328, 3.355, -0.259], [0.440, 3.867, -1.703], [1.779, 2.706, -1.843]], "smiles": "CCOC(=O)[C@](NCCOC)(NC(C)=O)C(F)(F)F", "lumo_energy_ev": 0.68}

=====

{"formula": "C6H14OS", "method": "ωB97M-V with the def2-TZVPD basis set", "species": ["C", "C", "C", "O", "H", "H", "H", "H", "H", "H", "C", "C", "S", "C", "H", "H", "H", "H", "H", "H", "H", "H"], "coordinates": [[-1.951, 3.167, -1.725], [-1.100, 2.270, -1.181], [-1.060, 0.830, -1.564], [-0.215, 2.641, -0.204], [-2.592, 2.834, -2.525], [-1.991, 4.209, -1.379], [-1.705, 0.679, -2.419], [-0.036, 0.598, -1.798], [-1.471, 0.190, -0.774], [0.304, 1.854, 0.028], [2.707, -0.680, 1.450], [1.398, -1.458, 1.585], [0.764, -1.840, -0.083], [-0.871, -2.550, 0.460], [3.204, -0.654, 2.431], [2.553, 0.371, 1.090], [3.367, -1.186, 0.687], [0.663, -0.888, 2.179], [1.664, -2.419, 2.057], [-0.675, -3.538, 0.904], [-1.368, -1.808, 1.109], [-1.586, -2.623, -0.326]], "smiles": "C=C(C)O.CCSC", "lumo_energy_ev": 0.74}

=====

{"formula": "C7H15N", "method": "ωB97M-V with the def2-TZVPD basis set", "species": ["C", "C", "C", "C", "C", "N", "H", "H", "H", "H", "H", "H", "H", "H", "H", "C", "C", "H", "H", "H", "H", "H", "H"], "coordinates": [[-0.231, 0.914, -2.351], [-2.639, 0.467, -0.649], [-0.188, -0.089, -1.259], [-1.414, -0.363, -0.403], [-1.337, -1.310, 0.529], [0.730, -1.069, -1.587], [0.261, -1.981, -1.599], [0.137, 0.615, -3.324], [-0.187, 1.974, -2.117], [2.027, 1.577, 1.038], [-3.461, 0.170, 0.003], [-2.960, 0.380, -1.691], [-2.432, 1.527, -0.474], [-0.413, -1.850, 0.706], [-2.189, -1.575, 1.142], [2.309, -0.495, 1.647], [1.654, 0.878, 1.792], [2.122, -0.919, 0.658], [1.924, -1.195, 2.393], [3.391, -0.433, 1.783], [0.568, 0.811, 1.684], [1.856, 1.321, 2.771], [0.470, 0.645, -0.694]], "lumo_energy_ev": [-0.35, 0.09]}

=====

{"formula": "C3H7N3", "method": "ωB97M-V with the def2-TZVPD basis set", "species": ["C", "C", "C", "N", "N", "N", "H", "H", "H", "H", "H", "H", "H"], "coordinates": [[0.619, -0.484, -0.112], [-2.062, 0.140, 0.457], [1.783, 0.326, 0.128], [-0.787, 0.447, 0.436], [2.974, 0.163, -0.280], [-2.863, -0.095, -0.514], [0.331, -1.495, -0.580], [-2.602, 0.274, 1.425], [1.481, 1.090, 0.917], [3.329, -0.588, -0.851], [3.581, 0.898, -0.024], [-3.826, 0.022, -0.285], [-2.449, -0.157, -1.463]], "charge": 2, "lumo_energy_ev": [-11.51, -11.95]}

=====

For the records above, the corresponding relative energy (zero: lowest compared OMol25 entry of this formula, charge and spin) values read 20.9 0.8 48.0 0.0 268.9 53.4 35.6 102.6 0.0 14.8 109.9 92.2 kcal/mol.
For the records above, the corresponding calculated total energy values read -302.6597 -1025.8249 -346.4923 -1828.8061 -23987.6324 -173.4976 -3716.6403 -719.1704 -1101.3448 -710.3930 -330.2928 -281.9404 Eh.